Entry from the OMol25 dataset: one molecule with the formula C4H7PS (the ωB97M-V functional and the def2-TZVPD basis).

The geometry in XYZ format:
```
13
Properties=species:S:1:pos:R:3:forces:R:3
S 3.05312 -0.52830 -0.11002 -2.9 -1.6 -0.2
C 0.87398 -0.90398 -0.15798 0.8 0.4 -0.1
C -0.09495 -1.85882 -0.10522 2.6 0.8 -0.1
P -1.77333 -1.14251 -0.05263 0.1 0.3 -0.2
C -1.08111 0.49357 -0.62516 -0.2 -0.2 -0.1
C 0.40537 0.51506 -0.26602 -0.3 0.3 -0.1
H 2.86407 0.06280 1.06818 0.0 0.1 0.2
H 0.07647 -2.91861 -0.05674 0.2 -0.2 0.1
H -1.70474 -0.85526 1.33020 -0.2 0.0 0.2
H -1.63707 1.32996 -0.20229 0.0 0.0 0.0
H -1.20993 0.51660 -1.71210 0.0 0.0 0.1
H 0.99290 1.04758 -1.01805 -0.1 0.0 0.2
H 0.57136 1.01793 0.69284 0.0 0.0 0.0
```
Forces are in eV/Å.

Its LUMO energy is 0.1 eV. Its SMILES is SC1=CPCC1. As for the HOMO energy: -9.0 eV. The maximum force is 3.357 eV/A.

Entry from the OMol25 dataset: one molecule with the formula C4H8 (the ωB97M-V functional and the def2-TZVPD basis).

The geometry in XYZ format:
```
12
Properties=species:S:1:pos:R:3:forces:R:3
C 0.47142 1.53397 0.13645 0.3 0.2 -0.5
C 1.06028 0.35111 -0.12219 -0.1 0.7 -1.3
C 0.28680 -0.84942 0.26354 0.5 0.4 1.2
C -1.17417 -0.80452 -0.30511 0.0 0.1 0.6
H -0.45109 1.60769 0.73052 0.4 -0.1 -0.5
H 0.85250 2.43446 -0.30607 0.3 0.3 0.2
H 2.05475 0.24681 -0.52562 0.2 0.3 -0.4
H 0.65772 -1.86275 0.36836 0.7 0.2 -0.9
H 0.91173 -0.32492 1.20034 -3.0 -1.9 0.6
H -1.48343 -1.74254 -0.80706 0.5 0.2 0.5
H -1.24233 -0.00599 -1.06628 0.2 -0.3 0.4
H -1.94419 -0.58391 0.43314 0.0 0.0 0.1
```
Forces are in eV/Å.

Its LUMO energy is 1.2 eV. Its SMILES is C=CCC. As for the HOMO energy: -8.1 eV. The maximum force is 3.569 eV/A.

Entry from the OMol25 dataset: one molecule with the formula C4H8 (the ωB97M-V functional and the def2-TZVPD basis).

The geometry in XYZ format:
```
12
Properties=species:S:1:pos:R:3:forces:R:3
C 1.02624 -0.73620 0.89556 -0.4 -1.5 3.3
C 0.19598 0.33091 0.36764 0.8 3.7 -2.6
C -0.14195 0.10129 -1.14578 -0.9 5.7 1.2
C -1.18183 0.38100 -0.04746 -4.4 0.5 -2.5
H 1.92527 -0.65161 0.20067 -0.9 -1.4 1.3
H 0.26334 -1.70143 0.96760 2.7 1.9 -0.6
H 1.32956 -0.51111 2.04274 -0.5 -0.7 -2.6
H 0.54612 1.42383 0.43014 0.1 -1.9 0.5
H -0.21941 1.18106 -1.60725 1.2 -3.0 -0.5
H -0.10500 -0.79751 -1.68139 0.2 -1.0 -0.5
H -1.74798 1.46107 -0.41702 1.5 -3.2 2.2
H -1.89035 -0.48129 -0.00544 0.5 0.9 0.8
```
Forces are in eV/Å.

Its LUMO energy is 1.2 eV. Its SMILES is CC1CC1. As for the HOMO energy: -9.2 eV. The maximum force is 5.904 eV/A.

Entry from the OMol25 dataset: C4H8 as an isolated structure (the ωB97M-V functional and the def2-TZVPD basis).

The geometry in XYZ format:
```
12
Properties=species:S:1:pos:R:3:forces:R:3
C -0.32671 -0.98893 0.30663 -0.4 0.5 0.6
C 0.88559 -0.23765 0.05788 -0.3 0.1 0.1
C 0.26982 0.88603 0.73934 -0.7 -0.3 0.1
C 2.03475 -0.46317 -0.51985 0.6 -0.1 -0.4
H -0.48590 -1.45259 1.27779 0.1 -0.1 -0.1
H -1.18896 -0.93719 -0.35339 0.2 -0.2 -0.2
H -2.76131 0.89349 -0.78624 -0.2 0.0 -0.1
H -0.36713 1.58425 0.20205 0.2 0.1 -0.1
H 0.26278 0.95081 1.82136 0.1 0.0 0.1
H 2.78376 0.31226 -0.53837 0.1 0.0 -0.1
H -3.34719 0.88256 -1.25272 0.2 0.0 0.1
H 2.24050 -1.42985 -0.95449 0.1 0.0 0.0
```
Forces are in eV/Å.

Its LUMO energy (spin up / spin down) is -5.9 / -8.6 eV. The spin multiplicity is 2. As for the HOMO energy (spin up / spin down): -15.8 / -15.8 eV. The maximum force is 0.864 eV/A. As for the charge: +1.

Entry from the OMol25 dataset: C4H8AgO as an isolated structure (the ωB97M-V functional and the def2-TZVPD basis).

The geometry in XYZ format:
```
14
Properties=species:S:1:pos:R:3:forces:R:3
H -0.74426 -1.29271 0.02740 -1.5 1.4 -1.9
C -1.81594 -0.94190 -0.36695 1.4 -2.1 2.9
C -2.32562 0.48230 -0.84576 1.0 0.9 0.0
C -1.45234 0.77113 0.24207 1.3 1.8 -1.0
C -1.77004 1.15508 1.64900 -0.2 -1.0 0.0
O -1.08255 0.38918 2.53358 0.8 -0.5 0.8
Ag 0.50732 -0.27200 4.16242 -1.0 0.6 -1.0
H -2.10062 -1.69519 -1.10449 -0.4 0.2 0.3
H -2.19594 -0.99938 0.65684 -1.3 -1.5 -0.4
H -3.39150 0.61579 -0.65250 0.2 -0.3 -0.1
H -1.98836 0.72615 -1.85274 0.0 -0.1 0.2
H -0.37908 0.73920 0.02079 -0.4 0.5 0.1
H -2.87228 1.10129 1.77164 0.2 0.2 0.2
H -1.49683 2.24208 1.61049 -0.1 -0.1 -0.1
```
Forces are in eV/Å.

Its LUMO energy is -5.1 eV. As for the HOMO energy: -12.5 eV. The maximum force is 3.793 eV/A. As for the charge: +1.

Entry from the OMol25 dataset: C4H8AlBrF4FeN as an isolated structure (the ωB97M-V functional and the def2-TZVPD basis).

The geometry in XYZ format:
```
20
Properties=species:S:1:pos:R:3:forces:R:3
C 2.92947 -0.40176 0.37126 1.0 0.1 -0.4
N 2.17991 -0.49355 -0.86837 -2.1 -0.4 0.8
C 0.82380 0.01438 -0.92535 0.9 -1.4 -0.7
Al -0.09949 0.79711 0.68699 1.9 2.2 0.0
Br -0.71592 2.96832 -0.09427 -0.2 -1.3 -0.7
C -1.88116 -0.16255 1.15091 -1.7 -0.5 1.0
F -2.52767 0.63615 1.94529 -0.1 1.0 0.5
F -1.62416 -1.25732 1.80166 0.7 -0.9 -0.2
C -2.77625 -0.38382 -0.08597 -1.0 -1.6 0.0
F -2.07049 -0.87707 -1.14012 0.4 0.5 -0.3
F -3.39035 0.71669 -0.40059 0.1 1.3 -0.8
H 3.95294 -0.71441 0.16325 0.0 -0.2 0.1
H 2.99424 0.61117 0.75289 -0.4 0.1 0.1
H 2.48348 -1.11054 1.08170 0.1 0.2 0.1
H 2.24541 -1.43660 -1.25741 0.3 0.4 -0.3
H 0.82391 0.86044 -1.70391 0.9 0.4 0.1
H 0.21781 -0.79948 -1.36155 0.2 0.1 -0.2
H 0.71385 0.98082 2.02520 -0.3 -0.4 0.1
H -3.54851 -1.11402 0.17875 0.2 -0.4 0.2
Fe -0.73080 1.16604 -2.32037 -0.7 0.7 0.6
```
Forces are in eV/Å.

Its LUMO energy (spin up / spin down) is -9.1 / -12.1 eV. The spin multiplicity is 6. As for the HOMO energy (spin up / spin down): -18.4 / -17.0 eV. The maximum force is 2.907 eV/A. As for the charge: +2.

Entry from the OMol25 dataset: C4H8AlFKO3 as an isolated structure (the ωB97M-V functional and the def2-TZVPD basis).

The geometry in XYZ format:
```
18
Properties=species:S:1:pos:R:3:forces:R:3
Al -10.57929 0.24864 -0.46041 -0.1 -0.2 0.1
K -9.79609 7.04813 -3.25642 0.0 0.2 -0.1
F -6.69894 3.27523 -2.56166 0.0 0.0 0.0
C 2.80328 -1.70605 2.69779 -0.4 1.1 0.1
C 3.29967 -0.94893 1.44952 -0.6 -1.5 -0.9
O 2.38437 -0.01384 0.77645 -0.9 -1.6 -0.7
C 1.59227 -0.38367 -0.31050 -0.3 -1.1 -0.6
O 1.53937 -1.49645 -0.85500 0.6 1.9 1.7
O 0.79025 0.59369 -0.70036 0.1 -0.2 0.5
C -0.13308 0.34353 -1.82266 0.7 0.2 -1.0
H 3.57148 -2.38191 3.07356 0.3 0.4 -0.2
H 1.91821 -2.31507 2.51382 -0.3 -0.1 -0.8
H 2.44857 -1.05483 3.49666 0.3 0.1 0.2
H 3.69645 -1.66327 0.72814 -0.2 0.1 -0.4
H 4.20435 -0.38956 1.68776 0.2 0.9 0.5
H -0.43905 1.30298 -2.23974 0.1 0.1 0.7
H -1.00027 -0.27813 -1.59993 0.1 0.0 0.8
H 0.39842 -0.18053 -2.61700 0.3 -0.3 0.1
```
Forces are in eV/Å.

Its LUMO energy is -16.3 eV. As for the HOMO energy: -17.7 eV. The maximum force is 2.603 eV/A. As for the charge: +3.

Entry from the OMol25 dataset: a 2-piece molecular cluster, C4H8BF4O3S overall (the ωB97M-V functional and the def2-TZVPD basis).

The geometry in XYZ format:
```
21
Properties=species:S:1:pos:R:3:forces:R:3
O 3.78572 -0.25286 -0.20086 -1.7 -0.2 -1.2
C 2.75416 -0.34024 -0.83501 1.5 0.3 1.4
O 2.72106 -0.69188 -2.15017 0.6 -0.1 0.1
O 1.53460 -0.10021 -0.32273 0.6 -0.1 0.0
C 0.84464 0.98033 -0.95990 -0.7 0.2 0.2
C -0.41132 0.56482 -1.73470 0.7 -0.3 -0.4
C -0.77398 -0.90610 -1.68240 -0.6 0.8 0.3
S -1.26587 -1.53305 -0.05670 0.0 -0.7 0.4
H 2.08346 -1.40520 -2.22196 -0.5 0.0 -0.2
H 1.52025 1.52147 -1.60173 0.3 0.1 -0.3
H 0.56998 1.66627 -0.17562 0.0 0.1 0.5
H -0.22930 0.80011 -2.77732 0.0 0.1 -0.4
H -1.25730 1.16307 -1.44666 -0.4 0.2 0.4
H -1.62257 -1.03449 -2.33547 -0.3 -0.1 -0.4
H 0.02396 -1.49263 -2.11093 0.3 -0.4 0.2
H -1.51645 -0.41981 0.65689 0.1 0.2 -0.3
B -1.75057 0.29559 3.99708 0.0 -0.1 0.1
F -2.21979 0.85943 2.78512 0.0 0.0 -0.3
F -0.55785 0.92803 4.36923 0.2 0.1 0.0
F -2.71623 0.47401 4.99674 -0.2 0.1 0.1
F -1.51662 -1.07665 3.80710 0.0 -0.2 -0.1
```
Forces are in eV/Å.

Its LUMO energy is 2.4 eV. As for the HOMO energy: -6.3 eV. The maximum force is 2.115 eV/A. As for the charge: -1.

Entry from the OMol25 dataset: a 2-piece molecular cluster, C4H8BN overall (the ωB97M-V functional and the def2-TZVPD basis).

The geometry in XYZ format:
```
14
Properties=species:S:1:pos:R:3:forces:R:3
H 1.07291 3.23933 3.65106 0.1 1.4 0.6
B 1.20685 2.12467 3.66105 0.0 -1.5 -1.2
N 1.28954 0.95123 3.25602 0.3 2.0 0.9
H 0.92926 0.07090 3.12134 -0.4 -1.9 -0.4
C -0.36185 -2.28421 -1.85619 -0.5 0.6 0.1
C -0.84495 -1.04444 -1.64702 -1.7 1.1 0.4
C -0.13098 0.09629 -0.89927 -0.7 -1.1 -0.8
C -0.64687 1.14246 -0.24361 0.6 0.6 -0.7
H -0.87053 -3.11606 -2.47704 1.0 1.6 1.4
H 0.56984 -2.39676 -1.28062 -0.1 -0.8 -0.8
H -1.89231 -0.70586 -1.96875 1.6 -0.8 0.1
H 0.94664 0.13044 -1.04072 0.0 -0.3 0.1
H 0.13356 1.92026 -0.06265 -1.1 -0.5 0.5
H -1.71242 1.38659 -0.06142 0.8 -0.4 -0.2
```
Forces are in eV/Å.

Its LUMO energy is 0.8 eV. Its SMILES is [H]/B=N/[H].C=CC=C. As for the HOMO energy: -9.2 eV. The maximum force is 2.340 eV/A.

Entry from the OMol25 dataset: an isolated ion of composition C4H8BO4 and charge -1 (the ωB97M-V functional and the def2-TZVPD basis).

The geometry in XYZ format:
```
17
Properties=species:S:1:pos:R:3:forces:R:3
C -1.30437 0.96240 -0.18992 2.3 1.3 -0.1
C -0.22505 -0.07752 -0.09948 1.4 -1.4 1.7
C -0.61783 -1.20058 -1.03402 -2.4 0.3 0.1
B 1.31373 0.44779 -0.10836 -0.7 1.0 -0.8
O 2.24034 0.10745 -1.07105 -2.5 -1.5 -0.8
O 1.67836 1.42677 0.80652 0.0 -0.9 -0.8
C -0.07373 -0.77198 1.59636 -0.1 2.5 -2.9
O 0.14822 -1.94832 1.55964 0.0 -2.0 0.7
O -0.06840 0.12591 2.44606 -0.3 0.2 0.8
H -1.57084 1.21809 -1.20707 0.2 0.3 -0.4
H -2.16492 0.70873 0.27749 -3.0 -1.5 1.4
H -1.05012 1.83147 0.38010 0.5 1.0 0.0
H 0.20698 -1.77240 -1.36717 0.8 -0.4 -0.9
H -1.26132 -0.67583 -1.81737 1.3 -1.2 0.1
H -1.34094 -1.95929 -0.59268 0.8 0.9 0.0
H 3.12926 0.33209 -1.00351 2.1 0.9 0.7
H 0.96063 1.24521 1.42447 -0.4 0.5 1.5
```
Forces are in eV/Å.

Its LUMO energy is 3.4 eV. Its SMILES is CC(C)(B(O)O)C(=O)[O-]. As for the HOMO energy: -3.6 eV. The maximum force is 3.836 eV/A. As for the charge: -1.

Entry from the OMol25 dataset: a 2-piece molecular cluster, C4H8Br2Si overall (the ωB97M-V functional and the def2-TZVPD basis).

The geometry in XYZ format:
```
15
Properties=species:S:1:pos:R:3:forces:R:3
C 0.56831 -0.18195 -2.17956 -2.3 -4.6 -2.9
C -0.26475 -1.08456 -1.59686 1.0 0.0 0.2
C 0.86129 1.00593 1.24865 -2.3 -0.9 0.7
C 0.08818 -0.22438 1.73521 0.9 -1.8 -2.5
Si -0.83236 -0.94884 0.20239 -0.3 1.4 -1.1
Br -2.69899 -2.10926 0.37083 0.6 0.3 0.2
Br -1.93321 2.22571 -0.77055 0.4 -1.3 0.5
H 0.84631 -0.26212 -3.27527 -0.5 0.0 1.4
H 1.04277 0.51626 -1.67265 1.7 3.6 2.3
H -0.59231 -1.99615 -2.14677 -0.1 1.0 0.3
H 0.81699 1.56225 2.13892 0.6 1.6 0.7
H 1.79465 0.84528 0.88315 2.9 -0.7 -0.6
H 0.31096 1.46079 0.46187 -0.6 1.0 -0.4
H -0.69693 0.15238 2.29587 -1.7 0.3 1.4
H 0.68909 -0.96135 2.30478 -0.5 0.3 -0.4
```
Forces are in eV/Å.

Its LUMO energy is -1.6 eV. As for the HOMO energy: -8.2 eV. The maximum force is 5.937 eV/A.

Entry from the OMol25 dataset: a 2-piece molecular cluster, C4H8BrN overall (the ωB97M-V functional and the def2-TZVPD basis).

The geometry in XYZ format:
```
14
Properties=species:S:1:pos:R:3:forces:R:3
C 1.24185 -1.72268 0.33505 -0.2 -0.7 -3.4
C 0.99898 -0.40755 -0.30870 0.3 1.9 -1.4
N 1.71511 0.64416 -0.59095 -0.7 -1.9 0.1
Br 3.59479 0.57428 -0.37412 -0.2 -0.2 0.5
H 1.90045 -1.63417 1.09562 2.2 0.3 2.6
H 1.73719 -2.37784 -0.42967 -0.2 0.5 0.5
H 0.39683 -2.30469 0.63705 -0.9 0.3 0.2
H 0.04070 -0.20828 -0.81418 0.1 -0.6 0.8
C -2.51358 1.01933 0.12521 -1.6 -1.1 -0.8
C -1.32995 1.59746 0.02365 -0.9 -1.8 -1.6
H -2.96863 0.34816 -0.64463 0.8 0.8 0.1
H -3.24330 1.05999 0.93624 0.7 0.5 0.3
H -0.88188 2.02344 0.84064 0.9 1.5 1.7
H -0.68853 1.38838 -0.83122 -0.4 0.6 0.1
```
Forces are in eV/Å.

Its LUMO energy is 0.6 eV. Its SMILES is C/C=N\Br.C=C. As for the HOMO energy: -9.6 eV. The maximum force is 3.449 eV/A.

Q: What is the maximum force in the sixth record?
A: 2.907 eV/A

Q: Which of these has the highest maximum force?
A: C4H8Br2Si

Q: Number 3 is which compound?
A: C4H8